1.
Entry from OMol25: a molecular structure, BeH21O11 (ωB97M-V with the def2-TZVPD basis set).

Calculated values
energy above the lowest of the compared OMol25 structures with the same formula, charge and spin: 51.02 kJ/mol
HOMO energy: -0.474 Ha
orbital gap: 8.4 eV

```
! wB97M-V def2-TZVPD RIJCOSX def2/J DEFGRID3
* xyz 1 1
O 2.94 19.35 10.84
O 4.15 19.73 13.47
O -0.97 17.89 11.71
O 1.15 16.82 10.19
O 4.05 16.80 11.52
O 1.88 15.49 14.84
O 0.89 18.54 14.92
O 1.46 17.05 12.81
O -0.42 15.30 11.82
O 3.86 17.39 15.04
O 4.36 14.56 13.22
Be 0.40 16.78 11.72
H -1.32 15.18 11.60
H 4.18 20.50 14.05
H 3.53 17.35 10.92
H 4.13 19.06 14.13
H 1.20 17.97 14.16
H 1.17 15.62 15.48
H -0.43 15.16 12.77
H -1.61 18.17 12.42
H -0.06 18.48 14.87
H -1.34 18.30 10.90
H 4.88 17.20 11.58
H 1.73 16.01 14.01
H 2.95 19.17 11.73
H 3.25 16.64 15.18
H 3.51 14.16 13.44
H 1.35 17.51 9.54
H 1.36 15.92 9.97
H 2.44 17.21 12.86
H 2.07 19.72 10.62
H 3.78 17.80 15.96
H 4.09 15.37 12.85
*
```


2.
Entry from OMol25: 2 unconnected molecules or ions with the total composition C5H12NO2 (ωB97M-V with the def2-TZVPD basis set).

Calculated values
energy above the lowest of the compared OMol25 structures with the same formula, charge and spin: 286.28 kJ/mol
HOMO energy: -0.112 Ha
orbital gap: 7.1 eV

```
! wB97M-V def2-TZVPD RIJCOSX def2/J DEFGRID3
* xyz -1 1
O 0.78 1.76 0.30
O -0.82 -1.84 -0.14
N -1.37 0.10 1.07
C 1.39 1.34 -0.85
C 2.01 -0.22 -2.67
C 1.25 0.15 -1.43
C -2.20 0.22 2.26
C -0.62 -1.23 1.00
H 2.71 -1.04 -2.49
H 2.02 2.12 -1.27
H 0.04 1.13 0.51
H 1.32 -0.52 -3.46
H 0.45 -0.98 1.28
H -2.79 1.14 2.22
H -1.55 0.27 3.13
H -1.95 0.00 0.25
H 2.59 0.64 -3.02
H 0.54 -0.58 -1.04
H -0.92 -1.80 1.94
H -2.88 -0.64 2.41
*
```


3.
Entry from OMol25: 2 unconnected molecules or ions with the total composition C3H12N3O2 (ωB97M-V with the def2-TZVPD basis set).

Calculated values
energy above the lowest of the compared OMol25 structures with the same formula, charge and spin: 5.63 kJ/mol
HOMO energy: -0.484 Ha
orbital gap: 10.2 eV

```
! wB97M-V def2-TZVPD RIJCOSX def2/J DEFGRID3
* xyz 1 1
O 1.65 2.17 0.72
O -0.23 2.33 -0.45
N 0.04 -0.33 0.49
N -0.98 -3.59 -1.05
N 0.66 4.23 0.41
C 0.16 -1.66 -0.22
C -1.15 -2.44 -0.17
C 0.64 2.90 0.16
H -0.39 0.39 -0.12
H -1.99 -1.78 -0.41
H -0.53 -0.43 1.33
H 0.94 -2.22 0.30
H -1.74 -4.25 -0.95
H 0.45 -1.46 -1.25
H 0.01 4.75 -0.15
H -1.28 -2.84 0.84
H 0.95 0.07 0.71
H -0.98 -3.29 -2.02
H 1.53 4.70 0.61
H 2.26 2.73 1.22
*
```


4.
Entry from OMol25: a molecular structure, C5H7IrO4 (ωB97M-V with the def2-TZVPD basis set).

Calculated values
HOMO energy (spin up / spin down): -0.836 / -0.905 Ha
orbital gap (spin up / spin down): 8.0 / 7.8 eV

```
! wB97M-V def2-TZVPD RIJCOSX def2/J DEFGRID3
* xyz 3 6
Ir 0.27 0.32 -1.99
O -1.19 0.67 -0.93
O 1.94 1.20 -1.59
O 3.51 1.79 -0.11
O 2.00 0.38 0.50
C -2.24 0.06 -0.55
C -2.09 -0.73 0.70
C 2.46 1.16 -0.48
C 0.31 -1.38 0.89
C 1.00 -0.46 0.17
H 3.79 2.45 -0.76
H 0.37 -1.30 1.98
H -2.18 -1.63 -0.11
H -1.56 -0.05 1.39
H -3.17 0.63 -0.69
H -3.07 -0.84 1.19
H -0.12 -2.25 0.38
*
```


The calculation returns the following max |F| values, one per record and in order: 3.78; 0.98; 0.79; 5.42 eV/A.